Entry 1:
C17H35BeBr3CaF3MgN2NaO13PS2 | wB97M-V/def2-TZVPD

```
80
C17H35BeBr3CaF3MgN2NaO13PS2, DFT wB97M-V/def2-TZVPD
C 4.4393 3.5649 -1.4655
O 4.1732 2.3400 -2.1350
C 4.0224 1.1597 -1.2938
C 3.3060 0.0246 -2.0394
C 2.0631 0.4321 -2.8038
C 1.2674 -0.8797 -3.2484
C 0.0982 -1.0308 -2.3088
C -0.7221 -2.3707 -2.2619
C -2.1959 -1.8884 -2.0763
C -2.2604 -1.1448 -0.7289
O -1.0983 -1.2701 0.1062
C -0.5403 -0.1270 0.1798
O 0.4583 0.1067 0.8030
O -1.1829 0.8666 -0.5072
C -2.5723 0.3312 -0.6405
C -3.5641 0.9776 -1.5871
C -3.3235 2.4548 -1.9190
C -2.2766 2.7724 -3.0419
N -1.5242 1.6856 -3.6077
H 5.0183 3.4060 -0.5594
H 3.5133 4.1281 -1.2453
H 5.0370 4.1804 -2.1274
H 5.0156 0.7876 -1.0451
H 3.5282 1.4132 -0.3307
H 2.9764 -0.7702 -1.2603
H 3.9744 -0.4368 -2.7590
H 1.4254 0.9706 -2.0758
H 2.2823 1.0508 -3.6658
H 1.0108 -0.7175 -4.2921
H 1.9019 -1.7490 -3.1552
H -0.6612 -0.2868 -2.5284
H 0.5097 -0.8419 -1.3424
H -0.6136 -2.8394 -3.2324
H -0.4335 -3.0608 -1.4817
H -2.9060 -2.7036 -2.0341
H -2.4149 -1.2992 -2.9580
H -3.0645 -1.6193 -0.1749
H -2.9944 0.4981 0.3480
H -3.7100 0.4192 -2.5030
H -4.5157 0.9388 -1.0693
H -3.0651 3.0044 -1.0205
H -4.2827 2.8364 -2.2766
H -1.5425 3.4334 -2.5944
H -2.7567 3.2931 -3.8688
H -0.7920 1.3454 -3.0131
H -2.0872 0.9373 -3.9736
Be -0.4471 -2.4543 2.0148
C -0.3828 -5.8841 4.7726
O 0.0117 -5.6572 3.4200
H -0.4582 -6.9561 4.9290
H 0.3608 -5.4754 5.4593
H -1.3561 -5.4251 4.9715
H 0.0778 -4.7055 3.2910
Br -2.6788 6.1148 -1.3300
C -4.0668 6.3598 -2.6523
C -5.4130 6.6114 -1.9985
Br -6.1930 4.9520 -1.2820
H -4.0449 5.4752 -3.2960
H -3.7611 7.2274 -3.2332
H -6.1398 6.9769 -2.7295
H -5.3649 7.3168 -1.1614
O 6.8356 1.7928 -3.8295
P 7.7510 2.0745 -2.6416
O 7.5030 3.4942 -2.1378
O 9.2078 1.9226 -3.0551
O 7.4092 1.1025 -1.5163
Na -5.9806 4.8607 -3.8246
Ca 1.3993 2.0817 -0.0607
N 2.0720 -6.6025 8.8546
S 1.8916 -5.0411 8.8650
O 1.3135 -4.5261 10.1158
O 1.4603 -4.4359 7.6661
F 3.3857 -4.6381 8.9638
S 0.7211 -7.3821 8.8547
O 0.8828 -8.7411 9.1843
O -0.2102 -7.0541 7.8433
F -0.0421 -6.7478 10.2769
F 1.9969 -1.6623 -0.4858
Mg -7.1158 6.2365 0.5856
Br 0.4548 -5.5335 11.9811
```

Values from the calculation:
**Net charge**: +1
**2S+1**: 1
**Calculated total energy**: -325709.3823 eV
**Max |F|**: 3.17 eV/A

These are the Mulliken partial charges, in e, on atoms 1 to 6: -0.81 -0.23 -0.55 -0.90 0.78 -1.18

---

Entry 2:
C17H35FNO9S | wB97M-V/def2-TZVPD

```
64
C17H35FNO9S, DFT wB97M-V/def2-TZVPD
C -1.4704 -3.8805 -4.6303
C -1.8934 -2.2682 -4.5212
O -0.7007 -1.4885 -4.1486
C -1.1266 -0.1966 -3.5158
C -1.4142 0.8495 -4.7799
O -2.8135 0.7808 -5.2350
C -3.7304 1.3996 -4.2296
C -5.2030 0.7158 -3.8687
O -3.4229 2.5094 -3.5209
O 0.0417 0.2767 -2.7511
C -0.3227 1.3552 -1.8194
C 0.1365 1.0299 -0.2672
O 0.8248 -0.2575 -0.0907
C 2.2682 -0.0984 0.1427
N 2.7715 0.8293 -0.9843
O 2.6327 0.5723 1.3975
C 2.1693 -0.1480 2.5889
C 0.6511 0.2210 3.0877
C -0.2468 -1.1734 2.8702
C 0.7007 0.6789 4.6953
C -0.7737 0.7068 5.4106
C -1.1087 -0.7605 6.1343
C -1.9951 1.2640 4.4688
S 3.2220 -1.7293 -0.1461
O 2.4859 -2.9574 0.5183
O 4.6601 -1.6916 0.4267
F 3.2244 -2.0924 -1.8560
H -2.2966 -4.4274 -5.2757
H -0.3850 -4.0199 -5.0657
H -1.5745 -4.2955 -3.5159
H -2.7472 -2.2213 -3.7159
H -2.3274 -1.9258 -5.5542
H -2.0605 -0.3270 -2.8067
H -1.0587 1.9551 -4.5447
H -0.7432 0.4983 -5.7010
H -5.9193 1.5012 -3.3337
H -5.6564 0.3339 -4.8996
H -5.1125 -0.1983 -3.1251
H 0.2033 2.3856 -2.1140
H -1.4823 1.5750 -1.8808
H -0.8810 0.9468 0.3520
H 0.7150 1.9427 0.2395
H 2.5122 0.4446 -1.9212
H 3.8233 0.7004 -0.9336
H 2.8955 0.1812 3.4779
H 2.2431 -1.3139 2.5357
H 0.2099 1.1429 2.5183
H 0.1979 -1.7773 1.9414
H -0.0052 -1.8488 3.8140
H -1.3884 -0.9619 2.7181
H 1.4977 0.0219 5.2568
H 1.1402 1.7885 4.6787
H -0.6857 1.4722 6.3228
H -1.6873 -1.4303 5.3566
H -1.7725 -0.6180 7.1062
H -0.0820 -1.2944 6.4235
H -1.6616 1.7485 3.4572
H -2.6745 2.0737 5.0147
H -2.7225 0.3675 4.1953
C 6.0026 2.2553 0.7382
O 6.6452 3.2427 1.3435
H 5.7943 2.3730 -0.3389
H 6.4806 1.2609 0.7463
H 4.9968 2.0014 1.1140
```

Values from the calculation:
**Net charge**: -1
**2S+1**: 1
**Calculated total energy**: -51653.6958 eV
**Max |F|**: 9.04 eV/A

These are the natural (NBO) partial charges, in e, on atoms 1 to 6: -0.64 -0.08 -0.54 0.38 -0.14 -0.55

---

Entry 3:
C17H35I2NO6 | wB97M-V/def2-TZVPD

```
61
C17H35I2NO6, DFT wB97M-V/def2-TZVPD
C -1.4761 0.7746 0.1575
C -1.1063 1.0953 -1.4400
I -2.6944 2.4879 -2.1335
C -1.3352 -0.3535 -2.2240
I -2.0864 -0.0996 -4.2965
C -0.0778 -1.3900 -2.0956
C -0.6623 -2.8585 -2.5390
O -1.9207 -3.3349 -2.5329
O 0.5885 -3.5390 -2.9745
C 1.3268 -2.5150 -3.7861
C 1.3340 -1.1202 -2.8676
C 1.5448 0.1910 -3.8232
C 3.1344 0.4908 -4.2190
N 4.0189 -0.7344 -4.1499
H -0.6765 1.1989 0.9051
H -1.5215 -0.3981 0.3697
H -2.5294 1.2353 0.3840
H -0.0255 1.5281 -1.5590
H -2.2464 -0.8635 -1.6432
H 0.2493 -1.3322 -0.9535
H 0.6468 -2.4554 -4.7497
H 2.3580 -2.9828 -4.0869
H 2.2010 -1.1530 -2.0467
H 1.0194 -0.0591 -4.8655
H 1.0272 1.1652 -3.4322
H 3.1411 0.8647 -5.3488
H 3.6184 1.3464 -3.5824
H 4.8214 -0.4511 -3.5139
H 4.4796 -0.7984 -5.1056
C -7.2742 2.5428 3.9453
O -6.1222 2.5227 4.7818
C -5.3792 1.3062 4.6534
C -4.1508 1.4966 3.7576
O -4.5313 1.7638 2.4059
C -4.4362 3.1491 2.0821
H -7.6510 3.5681 3.9054
H -7.0465 2.2181 2.9261
H -8.0490 1.8997 4.3715
H -6.0180 0.4962 4.2812
H -5.0425 1.0315 5.6586
H -3.5749 0.5644 3.7496
H -3.4988 2.2882 4.1464
H -3.3863 3.4246 1.9470
H -4.8858 3.7797 2.8531
H -4.9677 3.3184 1.1421
C 5.5316 -0.2691 2.4617
O 5.0403 -1.5975 2.6070
C 3.6110 -1.6558 2.5620
C 3.1163 -2.1215 1.1885
O 3.4127 -1.1567 0.1764
C 4.5524 -1.5206 -0.5991
H 6.6050 -0.3205 2.2614
H 5.0499 0.2577 1.6331
H 5.3735 0.2848 3.3910
H 3.1723 -0.6879 2.8327
H 3.2986 -2.3870 3.3149
H 2.0258 -2.2227 1.2246
H 3.5341 -3.1023 0.9313
H 4.2836 -2.3187 -1.2971
H 5.3857 -1.8460 0.0287
H 4.8708 -0.6456 -1.1717
```

Values from the calculation:
**2S+1**: 1
**Calculated total energy**: -48165.2059 eV
**Max |F|**: 9.40 eV/A

These are the natural (NBO) partial charges, in e, on atoms 1 to 6: -0.67 -0.35 0.09 -0.35 0.10 -0.39

---

Entry 4:
C17H36F3N2O3P | wB97M-V/def2-TZVPD

```
62
C17H36F3N2O3P, DFT wB97M-V/def2-TZVPD
C 3.6600 -0.0627 3.7309
C 3.8410 1.1330 2.7785
C 2.5514 1.7970 2.2561
C 2.4231 1.7985 0.7316
C 2.4649 0.4385 0.0133
C 2.0077 -0.7724 0.8067
C 1.1849 -1.7725 -0.0060
C 0.4262 -2.7528 0.8867
C -1.0190 -3.0380 0.4650
C -2.0880 -2.1084 1.0272
C -2.0128 -2.0406 2.5466
N -2.7269 -0.8052 3.0102
C -1.9292 0.4194 2.6653
C -1.6258 0.4328 1.1518
P -2.5165 1.8644 0.4071
O -3.9725 1.6350 0.2800
N -2.1833 -0.7436 0.4774
H 2.6005 -0.1974 3.9923
H 4.0066 -1.0068 3.2971
H 4.2029 0.0751 4.6717
H 4.4499 0.8304 1.9205
H 4.4083 1.8981 3.3233
H 1.6752 1.3200 2.7305
H 2.5170 2.8462 2.5781
H 3.2416 2.4090 0.3318
H 1.5052 2.3299 0.4454
H 3.4646 0.2585 -0.3979
H 1.8251 0.5215 -0.8632
H 1.4016 -0.4463 1.6705
H 2.8742 -1.3011 1.2366
H 0.5003 -1.2122 -0.6577
H 1.8493 -2.3415 -0.6680
H 0.4696 -2.3869 1.9233
H 0.9611 -3.7095 0.9036
H -1.2941 -4.0702 0.7149
H -1.1019 -2.9657 -0.6303
H -3.0594 -2.5712 0.7913
H -2.5070 -2.9114 2.9883
H -1.0007 -1.9639 2.9505
H -2.8341 -0.8346 4.0187
H -3.6480 -0.7486 2.5711
H -1.0140 0.3671 3.2640
H -2.4992 1.2892 3.0064
H -0.5437 0.5731 0.9762
H -1.7668 2.1010 -0.7529
H -2.1806 2.9050 1.2907
H -1.8134 -0.7606 -0.4661
C -2.8149 0.8744 -4.7395
C -1.7911 0.2602 -5.6935
O -0.6255 1.0102 -5.9145
C 0.4627 0.8151 -4.9426
O 0.7024 -0.3798 -4.5253
C 0.2003 1.7375 -3.7174
F -0.3621 2.9469 -3.9285
F 1.3806 2.0093 -3.1049
F -0.5805 1.1336 -2.7708
H -2.9131 1.9447 -4.9311
H -3.7873 0.4012 -4.8974
H -2.5462 0.7354 -3.6927
H -2.2615 0.1792 -6.6789
H -1.5194 -0.7525 -5.3749
H 1.2801 1.3654 -5.4771
```

Values from the calculation:
**2S+1**: 1
**Calculated total energy**: -44773.3446 eV
**Max |F|**: 0.61 eV/A

These are the natural (NBO) partial charges, in e, on atoms 1 to 6: -0.61 -0.42 -0.39 -0.39 -0.42 -0.39

---

Entry 5:
C17H36N2O2 | wB97M-V/def2-TZVPD

```
57
C17H36N2O2, DFT wB97M-V/def2-TZVPD
C 1.4523 -4.3277 -2.4153
C 0.4526 -3.3837 -1.8402
C -0.7215 -3.7952 -0.7391
C -0.1600 -4.8549 0.3810
C 0.0234 -4.1491 1.8874
N 0.6968 -2.8004 1.8416
C 2.1733 -2.8996 1.4563
C 2.6852 -1.5885 0.5526
C 0.5662 -2.0125 3.1223
C -0.7522 -2.0629 4.1483
O 1.5279 -1.1330 3.5208
H 2.0970 -4.9984 -1.6689
H 1.6500 -4.3678 -3.5722
H 0.4993 -2.2477 -2.1751
H -1.0070 -2.7543 -0.2312
H 0.8602 -5.3670 0.1107
H -0.9551 -5.7260 0.4973
H 0.6794 -4.8805 2.5652
H -1.0508 -4.1632 2.3537
H 2.4048 -3.8401 0.7590
H 2.8853 -3.0559 2.4017
H 1.7409 -0.9674 0.2219
H 3.3198 -0.9344 1.3237
H 3.3910 -1.8894 -0.3309
H -0.5876 -1.3742 5.0922
H -0.8320 -3.2101 4.4658
H -1.6700 -1.7325 3.4937
C -0.9041 0.7812 0.4293
C -1.5839 1.7566 -0.5232
N -1.3447 3.2501 -0.2028
C -1.9663 3.5403 1.1880
C -2.1488 4.1405 -1.1811
C -1.7213 4.1044 -2.6368
C 0.1589 3.6511 -0.0913
C 1.0687 3.3159 -1.2888
O 1.1448 1.9134 -1.5061
C 1.2322 1.5421 -2.8734
H -1.2755 0.8718 1.4534
H -1.1122 -0.2444 0.1040
H 0.1827 0.8905 0.4556
H -2.6708 1.5985 -0.4816
H -1.2762 1.5735 -1.5518
H -3.0203 3.2441 1.1665
H -1.8759 4.6130 1.3868
H -1.4220 2.9813 1.9519
H -2.0884 5.1696 -0.8079
H -3.1931 3.8120 -1.1057
H -0.8849 4.7844 -2.8169
H -2.5393 4.4770 -3.2632
H -1.4660 3.1076 -2.9992
H 0.5430 3.1441 0.8001
H 0.1741 4.7306 0.0952
H 2.0833 3.6592 -1.0466
H 0.7746 3.8557 -2.1859
H 1.5172 2.3683 -3.5330
H 0.2691 1.1442 -3.1893
H 1.9761 0.7401 -2.9687
```

Values from the calculation:
**2S+1**: 1
**Calculated total energy**: -25275.7045 eV
**Max |F|**: 7.41 eV/A

These are the natural (NBO) partial charges, in e, on atoms 1 to 6: -0.74 -0.20 -0.53 -0.44 -0.24 -0.48

---

Entry 6:
C17H36N3O6 | wB97M-V/def2-TZVPD

```
62
C17H36N3O6, DFT wB97M-V/def2-TZVPD
O 3.3250 2.0213 0.2958
C 4.0562 2.4191 1.4662
C 4.0994 3.9005 1.9162
C 4.8999 4.2606 3.2012
C 5.6029 3.1242 3.9771
N 5.5022 1.7608 3.5051
C 4.8038 1.3636 2.3142
O 4.8295 -0.0270 1.9592
H 2.4285 1.8010 0.6593
H 3.5261 4.6794 1.3043
H 4.9215 5.3656 3.4985
H 6.2010 3.3423 4.9207
H 5.9868 1.0272 4.0470
H 5.6013 -0.0789 1.3324
C -2.1339 -0.9939 -3.7128
O -0.8890 -1.4065 -3.1653
C 0.1442 -1.5152 -4.1475
C 1.2228 -0.4586 -3.9003
N 0.7259 0.8843 -4.2042
C 1.6208 1.9553 -3.7572
C 1.8253 2.1129 -2.2431
O 0.6567 2.5312 -1.5434
C -0.2053 1.4728 -1.1522
H -2.8865 -1.0487 -2.9237
H -2.0786 0.0401 -4.0642
H -2.4390 -1.6526 -4.5308
H -0.2480 -1.4575 -5.1686
H 0.5929 -2.5052 -4.0220
H 2.0889 -0.6739 -4.5338
H 1.5313 -0.5369 -2.8522
H -0.1748 1.0125 -3.7553
H 1.1978 2.8912 -4.1377
H 2.5940 1.8315 -4.2440
H 2.5583 2.9135 -2.0995
H 2.2638 1.2211 -1.7812
H 0.3382 0.5482 -0.9379
H -0.9664 1.3014 -1.9150
H -0.7263 1.7810 -0.2416
C -3.5358 -4.6917 1.7633
O -2.3296 -3.9424 1.7392
C -2.0321 -3.4039 0.4492
C -2.1164 -1.8775 0.4808
N -3.5017 -1.4288 0.6290
C -3.6257 0.0037 0.9128
C -3.0657 0.5038 2.2527
O -3.7706 0.0191 3.3889
C -3.3287 -1.2435 3.8653
H -3.6250 -5.1579 2.7460
H -4.4010 -4.0406 1.6120
H -3.5225 -5.4795 1.0046
H -2.6727 -3.8251 -0.3333
H -1.0008 -3.6901 0.2207
H -1.7043 -1.4751 -0.4506
H -1.4983 -1.5262 1.3143
H -3.9359 -1.9433 1.3879
H -4.6965 0.2321 0.8898
H -3.1678 0.5693 0.0937
H -3.1930 1.5917 2.2675
H -1.9878 0.3284 2.3521
H -2.2607 -1.4033 3.6964
H -3.9114 -2.0475 3.4122
H -3.5130 -1.2794 4.9417
```

Values from the calculation:
**Net charge**: +1
**2S+1**: 1
**Calculated total energy**: -34955.1310 eV
**Max |F|**: 3.98 eV/A

These are the natural (NBO) partial charges, in e, on atoms 1 to 6: -0.66 0.24 -0.12 -0.22 0.06 -0.49

---

Entry 7:
C17H36N6PdS2SbSe4 | wB97M-V/def2-TZVPD

```
67
C17H36N6PdS2SbSe4, DFT wB97M-V/def2-TZVPD
Pd -1.5486 0.1427 -0.5381
Se -3.2238 5.1669 -0.1684
Sb -3.1732 3.2669 -1.6585
Se -3.7557 1.0124 -0.5321
Se -0.8987 2.1498 -1.7217
Se -4.1998 3.4445 -3.7998
C 0.7074 -2.1481 4.9198
C 1.8748 -1.9551 3.9574
C 1.6727 -2.6365 2.6067
C 0.5265 -2.0619 1.7805
N 0.7250 -0.6515 1.4991
C 1.4253 -0.1871 0.4354
S 2.1053 -1.1672 -0.7622
N 1.5408 1.1523 0.4146
C 2.3330 1.9111 -0.5353
C 3.8187 1.9456 -0.1898
C 4.1538 2.5458 1.1783
C 4.0308 1.5673 2.3457
H 0.9206 -1.7076 5.8952
H 0.4953 -3.2099 5.0700
H -0.2044 -1.6799 4.5446
H 2.7898 -2.3403 4.4158
H 2.0406 -0.8867 3.7934
H 1.4830 -3.7054 2.7560
H 2.5865 -2.5569 2.0122
H -0.4226 -2.1470 2.3122
H 0.4215 -2.6193 0.8507
H 0.0104 0.0118 1.8298
H 0.9844 1.6599 1.0892
H 1.9167 2.9190 -0.5547
H 2.1943 1.4840 -1.5290
H 4.3102 2.5284 -0.9748
H 4.2192 0.9302 -0.2571
H 3.5205 3.4219 1.3570
H 5.1815 2.9193 1.1528
H 3.0055 1.2303 2.4963
H 4.3749 2.0230 3.2765
H 4.6392 0.6782 2.1629
C -3.6386 -0.9135 -5.1491
C -2.9228 -0.5328 -3.8687
N -3.0096 -1.5884 -2.8392
C -1.9503 -1.9549 -2.0928
S -2.1199 -2.2423 -0.3963
N -0.7572 -2.1325 -2.6736
C -0.4946 -2.5363 -4.0489
C 0.9638 -2.2689 -4.3776
H -3.5528 -0.1014 -5.8715
H -4.7005 -1.0779 -4.9594
H -3.2286 -1.8260 -5.5881
H -3.3660 0.3691 -3.4399
H -1.8761 -0.2887 -4.0355
H -3.8258 -1.4753 -2.2504
H -0.0058 -2.2974 -2.0104
H -1.1387 -1.9891 -4.7314
H -0.7302 -3.5997 -4.1656
H 1.1897 -1.2081 -4.2699
H 1.1845 -2.5773 -5.3996
H 1.6229 -2.8202 -3.7045
N -2.5299 3.1847 2.5610
C -2.8675 2.3109 3.5578
C -2.0632 1.2257 3.3827
N -1.2622 1.4067 2.2737
C -1.5758 2.6011 1.8173
H -3.0315 3.9971 2.2178
H -3.6405 2.5247 4.2739
H -2.0576 0.3064 3.9445
H -1.1965 3.0533 0.9134
```

Values from the calculation:
**Net charge**: -1
**2S+1**: 1
**Calculated total energy**: -320233.8399 eV
**Max |F|**: 0.53 eV/A

These are the natural (NBO) partial charges, in e, on atoms 1 to 6: 0.42 -0.79 1.06 -0.45 -0.61 -0.74